one.
Entry from the Open Molecules 2025 dataset: a 2-piece molecular cluster, C4H7NO overall (wB97M-V/def2-TZVPD).

Element x y z (Å)
C -1.44476 0.34166 -1.04697
C -0.08492 0.59867 -0.40068
C 0.23861 0.18539 0.96779
N 1.45016 -0.00086 1.30733
C 1.36863 -1.74501 -0.19960
O 2.22369 -2.45803 0.03547
H -1.51310 -0.59956 -1.61493
H -2.23681 0.32683 -0.29118
H -1.65590 1.15396 -1.75076
H 0.75462 0.56831 -1.10241
H -0.64110 0.19813 1.62469
H -0.02072 1.59653 0.17181
H 1.56159 -0.16602 2.29944

Its gap between HOMO and LUMO is 10.76 eV. Its highest occupied orbital energy is -0.35839 hartree. The calculation puts the LUMO energy at 1.0 eV. Its total charge is 0.

=====

two.
Entry from the Open Molecules 2025 dataset: C4H7NO as an isolated structure (wB97M-V/def2-TZVPD).

Element x y z (Å)
O -1.97544 0.86667 1.07123
C -0.79673 0.56659 1.00890
C -0.17383 0.71325 -0.59971
C 0.84581 -0.30352 -1.19672
C 0.25377 -1.17096 -0.20906
N 0.17181 0.26741 1.83547
H -1.06496 0.76399 -1.22515
H 0.31084 1.68835 -0.47666
H 0.65846 -0.53342 -2.24408
H 1.88446 -0.04443 -1.00339
H -0.69959 -1.65423 -0.41836
H 0.79107 -1.50135 0.67205
H -0.20567 0.34167 2.78548

Its gap between HOMO and LUMO (spin up / spin down) is 7.94 / 7.94 eV. Its highest occupied orbital energy (spin up / spin down) is -0.32047 / -0.32048 hartree. The calculation puts the LUMO energy (spin up / spin down) at -0.8 / -0.8 eV. Its total charge is 0.

=====

Least stable: two

=====

one.
Entry from the Open Molecules 2025 dataset: C4H7NO as an isolated structure (wB97M-V/def2-TZVPD).

Element x y z (Å)
C 1.71509 0.89661 0.68303
C 0.04646 -0.61345 -0.70244
C -1.35193 -1.12653 -0.56308
N -1.74305 0.25768 -0.10707
C -0.36359 0.51104 -0.09521
O 0.36733 1.48534 0.44753
H 2.21878 0.39503 -0.16571
H 2.27845 1.77122 0.96133
H 1.66166 0.14236 1.48288
H 0.80641 -0.73506 -1.45347
H -1.46206 -1.84704 0.26063
H -1.84060 -1.48826 -1.46424
H -2.34200 0.38884 0.70321

Its gap between HOMO and LUMO is 9.01 eV. Its highest occupied orbital energy is -0.29211 hartree. The calculation puts the LUMO energy at 1.1 eV. Its total charge is 0.

=====

two.
Entry from the Open Molecules 2025 dataset: one molecule with the formula C4H7NO (wB97M-V/def2-TZVPD).

Element x y z (Å)
H 1.87149 2.25883 0.42806
N 2.02341 1.24947 0.48588
C 0.98305 0.65619 0.08968
C 0.73683 -0.83107 0.05360
C -0.77793 -0.89316 0.24949
C -1.23129 0.38493 -0.46065
O -0.13807 1.30058 -0.34676
H 1.01729 -1.22007 -0.93316
H 1.32615 -1.34862 0.81049
H -1.24413 -1.78758 -0.16801
H -1.02397 -0.84361 1.31470
H -1.44412 0.21094 -1.52120
H -2.09871 0.86317 -0.00214

Its gap between HOMO and LUMO is 10.83 eV. As for the structure (SMILES): [H]/N=C1/CCCO1. Its highest occupied orbital energy is -0.36332 hartree. The calculation puts the LUMO energy at 0.9 eV. Its total charge is 0.

=====

Least stable: one

=====

one.
Entry from the Open Molecules 2025 dataset: one molecule with the formula C4H7NO (wB97M-V/def2-TZVPD).

Element x y z (Å)
C -1.31381 -0.22270 0.66652
C -0.25591 -0.83547 -0.22152
C 0.29565 -0.05484 -1.36659
N 1.10378 -0.29999 -0.19593
C 1.44822 0.76694 0.62507
O 1.67203 1.89186 0.24070
H -1.34982 -0.72536 1.63911
H -2.30183 -0.30597 0.20143
H -1.09558 0.83890 0.83165
H -0.29158 -1.92018 -0.33052
H 0.60394 -0.57354 -2.26943
H -0.04966 0.96908 -1.50802
H 1.53455 0.47129 1.68752

Its gap between HOMO and LUMO is 10.84 eV. As for the structure (SMILES): C[C@H]1CN1C=O. Its highest occupied orbital energy is -0.36169 hartree. The calculation puts the LUMO energy at 1.0 eV. Its total charge is 0.

=====

two.
Entry from the Open Molecules 2025 dataset: one molecule with the formula C4H7NO (wB97M-V/def2-TZVPD).

Element x y z (Å)
C 1.05721 0.48871 -0.70733
C 0.02894 -0.05540 0.28577
C -1.40700 0.16760 -0.19073
O 0.15564 0.58541 1.54041
C 0.19267 -1.52931 0.43931
N 0.25366 -2.68205 0.52355
H 0.91905 1.57200 -0.78142
H 2.08131 0.29058 -0.36959
H 0.92927 0.04167 -1.69727
H -2.08316 0.00237 0.65077
H -1.65437 -0.53806 -0.98689
H -1.53587 1.18700 -0.56280
H 1.06265 0.46950 1.85621

Its gap between HOMO and LUMO is 12.08 eV. As for the structure (SMILES): CC(C)(O)C#N. Its highest occupied orbital energy is -0.41796 hartree. The calculation puts the LUMO energy at 0.7 eV. Its total charge is 0.

=====

Least stable: one

=====

one.
Entry from the Open Molecules 2025 dataset: one molecule with the formula C4H7NO (wB97M-V/def2-TZVPD).

Element x y z (Å)
C -0.60986 0.16872 -1.17583
O -0.89297 -1.06099 -0.58375
C -0.29045 -1.03171 0.79814
C 0.84065 -0.11123 0.51986
N 1.09368 1.26526 0.80075
C -0.13902 0.91287 -0.01311
H -1.53131 0.60391 -1.62277
H 0.22130 0.19765 -1.95205
H -0.93253 -0.70473 1.50869
H 0.06588 -2.07278 1.18899
H 1.41251 -0.58732 -0.19093
H 1.80261 1.50495 0.15036
H -1.04048 0.91540 0.57164

Its gap between HOMO and LUMO is 9.90 eV. As for the structure (SMILES): C1OC[C@@H]2N[C@@H]12. Its highest occupied orbital energy is -0.32737 hartree. The calculation puts the LUMO energy at 1.0 eV. Its total charge is 0.

=====

two.
Entry from the Open Molecules 2025 dataset: one molecule with the formula C4H7NO (wB97M-V/def2-TZVPD).

Element x y z (Å)
C 0.13234 -1.81699 0.25785
N 0.08876 -0.39234 0.07809
C 0.66891 0.59417 -0.81768
C -0.45060 1.63545 -0.13135
C -0.80438 0.41921 0.68978
O -1.55273 0.20856 1.61562
H 0.15155 -2.00122 1.33463
H -0.77679 -2.27803 -0.15080
H 1.00923 -2.26392 -0.21181
H 0.79535 0.15433 -1.83519
H 1.66689 0.96254 -0.55363
H -0.08831 2.40846 0.57291
H -1.31796 2.08009 -0.64494

Its gap between HOMO and LUMO is 10.10 eV. As for the structure (SMILES): CN1CCC1=O. Its highest occupied orbital energy is -0.33934 hartree. The calculation puts the LUMO energy at 0.9 eV. Its total charge is 0.

=====

Least stable: one

=====

one.
Entry from the Open Molecules 2025 dataset: a 11-piece molecular cluster, BH24O10 overall (wB97M-V/def2-TZVPD).

Element x y z (Å)
B 0.03088 0.23826 0.10011
H 0.20799 -0.67526 -0.62241
H 0.41371 0.12172 1.20131
H 0.69111 1.05560 -0.45923
H -1.09764 0.57361 0.03405
O 2.08482 2.95282 3.09133
H 1.29072 2.67802 2.60159
H 2.40780 3.71692 2.60798
O -1.06458 2.61294 -1.95383
H -0.29745 3.18686 -2.02513
H -0.76101 1.86978 -1.40400
O 2.81900 -0.85556 -0.77229
H 3.42010 -0.10712 -0.83512
H 1.94201 -0.45620 -0.60968
O 0.22091 -3.14625 0.14142
H 0.04011 -3.09539 -0.80791
H 0.34760 -2.22961 0.41712
O 1.90834 -2.02600 -3.22026
H 2.20902 -1.48893 -2.46658
H 1.02465 -2.33341 -2.96320
O -2.47061 0.79616 2.34726
H -1.98591 1.29465 1.68446
H -1.81900 0.18136 2.71982
O -2.50101 -1.14468 -1.39004
H -1.93792 -0.68484 -0.74057
H -3.32916 -0.65805 -1.38682
O -0.15701 -1.06222 3.28914
H 0.25709 -0.60335 2.53574
H 0.32630 -0.74969 4.06044
O -0.30370 2.88120 1.34943
H -0.16338 2.01491 0.89677
H 0.00099 3.53428 0.71312
O -0.86094 -2.86214 -2.73013
H -1.34169 -2.14752 -2.25937
H -1.55213 -3.38286 -3.14450

Its gap between HOMO and LUMO is 10.01 eV. Its highest occupied orbital energy is -0.27162 hartree. The calculation puts the LUMO energy at 2.6 eV. Its total charge is -1.

=====

two.
Entry from the Open Molecules 2025 dataset: BH24O10 as an isolated structure (wB97M-V/def2-TZVPD).

Element x y z (Å)
B -2.89242 -0.86808 10.72823
H -3.52045 0.16572 10.52897
H -2.32052 -1.37236 9.42770
H -2.06088 -0.86141 11.73212
H -3.76550 -1.77765 10.94269
O -1.32420 0.93335 8.50604
H -1.85370 1.60166 8.04450
H -1.93994 0.23073 8.60095
O 0.64101 -2.53812 10.63335
H 0.55386 -1.56220 10.61544
H -0.04470 -2.70765 11.32277
O -3.42265 3.41204 11.77716
H -2.96442 2.69891 11.28166
H -3.25207 3.25655 12.71006
O -4.38934 -2.91817 8.40321
H -4.96988 -2.19210 8.20599
H -3.65341 -2.45528 8.85665
O -6.56241 -0.95260 13.42647
H -6.49042 -1.84814 12.99516
H -6.45646 -1.08980 14.38887
O -7.75023 1.52362 11.99322
H -6.95992 1.67828 11.47270
H -7.55168 0.72750 12.48464
O -4.11155 1.67430 14.85341
H -3.41447 1.35863 14.28704
H -4.93026 1.34757 14.46147
O -6.24914 -3.71589 12.22106
H -5.31559 -3.92252 12.19883
H -6.39117 -3.27018 11.37582
O -1.65656 -1.62050 14.59272
H -1.32803 -0.71771 14.46269
H -2.20263 -1.75379 13.83323
O 0.07433 0.37595 10.92487
H -0.79957 0.10864 11.22087
H -0.24515 0.68018 10.03672

Its gap between HOMO and LUMO is 9.03 eV. Its highest occupied orbital energy is -0.23938 hartree. The calculation puts the LUMO energy at 2.5 eV. Its total charge is -1.

=====

Least stable: two

=====

one.
Entry from the Open Molecules 2025 dataset: a 2-piece molecular cluster, C4H8N2S overall (wB97M-V/def2-TZVPD).

Element x y z (Å)
C -1.09161 -1.65442 1.84234
C -0.34822 1.78499 -0.48134
C 0.98067 1.12644 -0.09033
C 1.15495 -0.26867 -0.76629
N -2.15664 -2.04517 1.47681
N 0.86985 -1.27820 0.02614
S 1.47933 -0.33971 -2.35886
H -0.26745 2.72034 0.14845
H -0.56033 1.80605 -1.53366
H -1.14435 1.20959 -0.00496
H 0.93270 1.06136 0.92909
H 1.90117 1.81421 -0.42946
H 0.71271 -2.11776 -0.50035
H 0.36343 -1.50513 0.93900
H -2.82618 -2.31393 0.80341

Its gap between HOMO and LUMO is 8.47 eV. Its highest occupied orbital energy is -0.29554 hartree. The calculation puts the LUMO energy at 0.4 eV. Its total charge is 0.

=====

two.
Entry from the Open Molecules 2025 dataset: one molecule with the formula C4H8N2S (wB97M-V/def2-TZVPD).

Element x y z (Å)
C 1.60426 0.35184 -0.99123
C -0.50408 -0.89765 -0.88424
C -2.44214 0.70410 0.61930
C 1.85398 -1.12262 0.83439
N 0.14492 0.19296 -0.74878
N 2.38631 -0.21832 0.11402
S -2.04923 -0.97296 -0.29458
H 1.84710 1.44960 -1.01132
H 2.00443 -0.14909 -1.88427
H -1.51691 1.13790 0.84023
H -2.99159 0.42177 1.51390
H -3.19336 1.02781 -0.05845
H 2.33122 -1.59161 1.61988
H 0.76231 -1.30269 0.56695
H -0.23722 0.96895 -0.23581

Its gap between HOMO and LUMO is 9.04 eV. Its highest occupied orbital energy is -0.30655 hartree. The calculation puts the LUMO energy at 0.7 eV. Its total charge is 0.

=====

Least stable: two